Formula: C2H38O20P
Source: the Open Molecules 2025 dataset
Level of theory: ωB97M-V with the def2-TZVPD basis set

The calculation puts the molecular weight at 413.280 g/mol. The charge is -1. As for the gap between HOMO and LUMO: 5.137 eV. Its HOMO energy is -3.42 eV.

Each line ends with the Löwdin charge.
Geometry (Å):
O (3.47599, 2.60718, 2.17640)  -0.5004
P (2.31197, 2.37524, 1.26195)  0.6543
C (1.35446, 0.96317, 1.66158)  -0.5109
O (2.06119, -0.19297, 1.15973)  -0.1465
C (-0.00338, 1.04369, 1.04583)  -0.2863
O (-1.00752, 1.41568, 2.04020)  -0.1635
O (-1.74273, 2.58523, 1.56558)  -0.0951
H (1.39698, 3.43772, 1.36800)  0.0033
H (2.79318, 2.31816, -0.05484)  -0.0045
H (2.36721, -0.68994, 1.92544)  0.0280
H (-0.25230, 0.05430, 0.66302)  0.1047
H (-0.11006, 1.74223, 0.20950)  0.0880
H (-1.69740, 3.14779, 2.34990)  0.1109
O (-0.28462, 4.86355, 0.03048)  -0.0734
H (-0.83665, 4.10766, -0.19702)  0.0113
H (0.11761, 5.13821, -0.79798)  0.0351
O (-1.34145, -1.69548, 2.95164)  -0.0357
H (-1.43054, -0.79785, 2.61251)  0.0236
H (-0.41359, -1.75778, 3.20094)  0.0516
O (-2.79819, -3.93274, 1.92168)  -0.0579
H (-2.16671, -3.27410, 2.25366)  0.0075
H (-2.34967, -4.77981, 1.97378)  0.0437
O (3.69920, 1.45602, -2.04129)  -0.0767
H (3.44279, 1.59865, -2.95815)  -0.0078
H (4.40158, 0.80215, -2.11623)  -0.0052
O (-4.06163, -3.13677, -0.62357)  -0.0551
H (-3.61694, -3.34045, 0.21335)  0.0039
H (-4.96901, -3.42071, -0.48421)  0.0440
O (2.61558, -0.54280, 4.01465)  -0.0561
H (3.24539, -0.00870, 4.50809)  0.0495
H (1.85648, -0.61011, 4.59730)  0.0315
O (-5.62492, -0.21874, -1.22274)  -0.0753
H (-4.93549, 0.29146, -0.77603)  -0.0036
H (-5.26877, -1.11265, -1.22530)  -0.0041
O (-2.72883, 0.76415, -1.00619)  -0.0384
H (-2.06119, 1.27857, -0.54066)  0.0009
H (-2.38334, -0.13466, -1.00817)  0.0494
O (6.12700, 1.41652, -3.72630)  -0.0445
H (6.03434, 2.34928, -3.94426)  0.0584
H (7.04571, 1.31028, -3.46311)  0.0559
O (3.41831, 1.11314, -5.03248)  -0.0498
H (3.27850, 1.17431, -5.98082)  0.0415
H (4.36444, 0.95258, -4.91925)  0.0045
O (1.68445, 2.17752, 4.70626)  -0.1082
H (1.13078, 1.52732, 4.25232)  -0.0095
H (2.13916, 2.52815, 3.92315)  -0.0147
O (4.85453, -1.44873, -2.48824)  -0.0418
H (4.24429, -2.14783, -2.73883)  0.0454
H (5.25036, -1.16170, -3.31685)  0.0188
O (-4.45715, 3.48194, 1.20189)  -0.0581
H (-3.57693, 3.10494, 1.35737)  -0.0110
H (-4.36949, 4.42685, 1.34704)  0.0319
O (-4.39791, 0.23747, 1.96906)  -0.0505
H (-4.95544, 1.01664, 1.86485)  0.0249
H (-3.50759, 0.56925, 1.80574)  0.0012
O (-1.52645, -4.56096, -2.21731)  -0.0685
H (-2.30239, -4.06526, -1.92677)  0.0077
H (-1.88115, -5.41059, -2.50246)  0.0045
O (-0.89493, -6.86554, -3.75518)  -0.0576
H (-0.22984, -6.31698, -3.32226)  0.0372
H (-0.52726, -7.75318, -3.74634)  0.0375

Forces on the atoms, in the same order (eV/Å):
O 0.4 0.4 0.3
P 0.5 -0.6 1.3
C -0.7 0.3 -0.9
O -0.1 -0.4 0.2
C 1.0 -0.3 -0.2
O -0.7 0.2 0.2
O -0.2 -0.3 0.0
H -0.2 0.1 -0.4
H -0.3 0.2 -0.3
H 0.1 0.3 0.2
H -0.1 -0.2 0.0
H -0.3 0.4 0.0
H 0.4 0.0 0.1
O -0.2 0.2 -0.1
H 0.0 -0.1 0.1
H 0.1 0.0 0.0
O 0.1 -0.3 0.1
H -0.1 0.2 0.0
H 0.1 0.1 -0.1
O -0.1 -0.1 -0.2
H 0.0 0.3 0.1
H 0.1 0.0 -0.1
O 0.0 0.2 -0.2
H -0.2 0.0 0.0
H -0.1 -0.2 0.2
O 0.0 0.0 -0.3
H 0.1 0.0 0.3
H 0.0 0.0 0.0
O 0.2 -0.8 0.2
H -0.1 0.3 -0.2
H -0.1 0.2 0.0
O -0.1 0.0 0.0
H 0.0 0.0 -0.1
H 0.1 0.0 0.1
O -0.1 0.0 0.0
H 0.0 0.0 0.1
H 0.0 0.0 0.0
O 0.1 -0.1 -0.4
H -0.1 0.1 0.2
H 0.0 0.0 0.1
O 0.2 0.0 0.0
H 0.0 0.0 0.0
H 0.0 0.0 0.0
O -0.3 0.1 0.0
H -0.1 0.0 -0.1
H 0.5 0.0 0.1
O 0.3 0.0 -0.1
H -0.2 0.1 0.1
H 0.0 0.0 0.0
O -0.1 -0.1 0.1
H -0.1 0.0 -0.2
H 0.0 0.0 0.0
O 0.0 0.1 0.0
H 0.0 0.0 0.0
H 0.1 0.0 0.0
O -0.1 -0.1 0.0
H 0.0 0.1 0.1
H -0.1 0.0 -0.1
O 0.1 -0.1 0.0
H 0.0 0.1 -0.1
H 0.0 0.0 0.0



Formula: C4H13N2O2
Source: the Open Molecules 2025 dataset
Level of theory: ωB97M-V with the def2-TZVPD basis set

The calculation puts the molecular weight at 121.160 g/mol. The charge is +1. As for the gap between HOMO and LUMO: 10.615 eV. Its HOMO energy is -14.05 eV.

Each line ends with the Löwdin charge.
Geometry (Å):
O (2.83927, 0.72129, 1.35210)  0.1090
C (2.31720, 1.41602, 0.52222)  -0.1760
C (1.17688, 0.80720, -0.32805)  -0.2287
C (0.01908, 0.32826, 0.63932)  -0.1350
C (-1.28829, 0.08315, -0.15082)  -0.2202
N (-0.94888, -1.04056, -1.07172)  -0.0287
N (1.68434, -0.44108, -1.01996)  0.1991
H (2.55033, 2.42002, 0.31034)  0.1194
H (0.71249, 1.47378, -1.08594)  0.1606
H (-0.18556, 1.09638, 1.50215)  0.1696
H (0.39486, -0.63326, 1.05536)  0.1284
H (-1.67682, 1.03927, -0.49164)  0.1259
H (-2.02616, -0.37291, 0.52216)  0.0936
H (-1.31245, -1.97190, -0.87539)  0.0973
H (0.79917, -0.96372, -1.11221)  0.0804
H (-1.33667, -0.95708, -2.06158)  0.1308
H (2.26892, -0.90831, -0.28631)  0.1803
H (2.09012, -0.35570, -1.93348)  0.1640
H (-4.30166, -1.82046, -0.13055)  0.0429
H (-5.28776, -1.08001, 0.66411)  0.0697
O (-4.31533, -1.06044, 0.48120)  -0.0826

Forces on the atoms, in the same order (eV/Å):
O 0.1 0.3 -0.4
C -0.9 -2.0 -0.2
C -1.0 0.5 0.3
C 0.1 1.1 0.7
C 0.6 -2.0 1.9
N -0.7 0.2 -3.7
N 0.1 0.1 2.3
H 0.6 1.7 0.1
H 0.8 -0.2 0.4
H 0.7 -1.5 -1.6
H -0.5 0.7 0.3
H -0.1 -0.4 -0.9
H 0.0 0.8 0.1
H -0.1 0.5 1.0
H -1.0 -0.8 -0.4
H 0.7 0.5 1.6
H 0.0 0.2 -1.1
H 0.8 0.3 -0.3
H 0.4 0.4 0.2
H 1.1 0.5 0.2
O -1.5 -0.9 -0.5



Q: What is the formula in the second record?
A: C4H13N2O2



Please write out number 2 again, unchanged.
Formula: C4H13N2O2
Source: the Open Molecules 2025 dataset
Level of theory: ωB97M-V with the def2-TZVPD basis set

The calculation puts the molecular weight at 121.160 g/mol. The charge is +1. As for the gap between HOMO and LUMO: 10.615 eV. Its HOMO energy is -14.05 eV.

Each line ends with the Löwdin charge.
Geometry (Å):
O (2.83927, 0.72129, 1.35210)  0.1090
C (2.31720, 1.41602, 0.52222)  -0.1760
C (1.17688, 0.80720, -0.32805)  -0.2287
C (0.01908, 0.32826, 0.63932)  -0.1350
C (-1.28829, 0.08315, -0.15082)  -0.2202
N (-0.94888, -1.04056, -1.07172)  -0.0287
N (1.68434, -0.44108, -1.01996)  0.1991
H (2.55033, 2.42002, 0.31034)  0.1194
H (0.71249, 1.47378, -1.08594)  0.1606
H (-0.18556, 1.09638, 1.50215)  0.1696
H (0.39486, -0.63326, 1.05536)  0.1284
H (-1.67682, 1.03927, -0.49164)  0.1259
H (-2.02616, -0.37291, 0.52216)  0.0936
H (-1.31245, -1.97190, -0.87539)  0.0973
H (0.79917, -0.96372, -1.11221)  0.0804
H (-1.33667, -0.95708, -2.06158)  0.1308
H (2.26892, -0.90831, -0.28631)  0.1803
H (2.09012, -0.35570, -1.93348)  0.1640
H (-4.30166, -1.82046, -0.13055)  0.0429
H (-5.28776, -1.08001, 0.66411)  0.0697
O (-4.31533, -1.06044, 0.48120)  -0.0826

Forces on the atoms, in the same order (eV/Å):
O 0.1 0.3 -0.4
C -0.9 -2.0 -0.2
C -1.0 0.5 0.3
C 0.1 1.1 0.7
C 0.6 -2.0 1.9
N -0.7 0.2 -3.7
N 0.1 0.1 2.3
H 0.6 1.7 0.1
H 0.8 -0.2 0.4
H 0.7 -1.5 -1.6
H -0.5 0.7 0.3
H -0.1 -0.4 -0.9
H 0.0 0.8 0.1
H -0.1 0.5 1.0
H -1.0 -0.8 -0.4
H 0.7 0.5 1.6
H 0.0 0.2 -1.1
H 0.8 0.3 -0.3
H 0.4 0.4 0.2
H 1.1 0.5 0.2
O -1.5 -0.9 -0.5



Q: The lowest HOMO energy belongs to which entry?
A: C4H13N2O2



Please write out number 2 again, unchanged.
Formula: C4H13N2O2
Source: the Open Molecules 2025 dataset
Level of theory: ωB97M-V with the def2-TZVPD basis set

The calculation puts the molecular weight at 121.160 g/mol. The charge is +1. As for the gap between HOMO and LUMO: 10.615 eV. Its HOMO energy is -14.05 eV.

Each line ends with the Löwdin charge.
Geometry (Å):
O (2.83927, 0.72129, 1.35210)  0.1090
C (2.31720, 1.41602, 0.52222)  -0.1760
C (1.17688, 0.80720, -0.32805)  -0.2287
C (0.01908, 0.32826, 0.63932)  -0.1350
C (-1.28829, 0.08315, -0.15082)  -0.2202
N (-0.94888, -1.04056, -1.07172)  -0.0287
N (1.68434, -0.44108, -1.01996)  0.1991
H (2.55033, 2.42002, 0.31034)  0.1194
H (0.71249, 1.47378, -1.08594)  0.1606
H (-0.18556, 1.09638, 1.50215)  0.1696
H (0.39486, -0.63326, 1.05536)  0.1284
H (-1.67682, 1.03927, -0.49164)  0.1259
H (-2.02616, -0.37291, 0.52216)  0.0936
H (-1.31245, -1.97190, -0.87539)  0.0973
H (0.79917, -0.96372, -1.11221)  0.0804
H (-1.33667, -0.95708, -2.06158)  0.1308
H (2.26892, -0.90831, -0.28631)  0.1803
H (2.09012, -0.35570, -1.93348)  0.1640
H (-4.30166, -1.82046, -0.13055)  0.0429
H (-5.28776, -1.08001, 0.66411)  0.0697
O (-4.31533, -1.06044, 0.48120)  -0.0826

Forces on the atoms, in the same order (eV/Å):
O 0.1 0.3 -0.4
C -0.9 -2.0 -0.2
C -1.0 0.5 0.3
C 0.1 1.1 0.7
C 0.6 -2.0 1.9
N -0.7 0.2 -3.7
N 0.1 0.1 2.3
H 0.6 1.7 0.1
H 0.8 -0.2 0.4
H 0.7 -1.5 -1.6
H -0.5 0.7 0.3
H -0.1 -0.4 -0.9
H 0.0 0.8 0.1
H -0.1 0.5 1.0
H -1.0 -0.8 -0.4
H 0.7 0.5 1.6
H 0.0 0.2 -1.1
H 0.8 0.3 -0.3
H 0.4 0.4 0.2
H 1.1 0.5 0.2
O -1.5 -0.9 -0.5